Here is a single C3H10N2O molecule in a non-equilibrium geometry from the OMol25 dataset. Energies are from ωB97M-V/def2-TZVPD.

Output
Highest occupied orbital energy, eV: -9.1
Spin multiplicity: 1
Relative energy (zero: lowest compared OMol25 entry of this formula, charge and spin), kcal per mole: 62.0
Kohn-Sham gap, eV: 10.194
SMILES: CC[C@@H](N)NO
Lowest unoccupied orbital energy, eV: 1.09
M, Da: 90.13

```
16
C3H10N2O ωB97M-V/def2-TZVPD
C -0.28 -0.33 -0.12
C 0.36 1.01 0.09
C 1.93 0.84 -0.32
N -1.80 0.07 0.23
N 0.07 -1.35 0.79
O -2.60 -0.90 -0.51
H -3.27 -0.33 -0.93
H -1.91 -0.25 1.20
H -0.22 -0.65 -1.16
H -0.48 -2.18 0.58
H 1.07 -1.52 0.86
H -0.06 1.75 -0.59
H 0.33 1.36 1.12
H 2.33 1.85 -0.49
H 2.48 0.36 0.48
H 2.06 0.27 -1.24
```



Here is 2 unconnected molecules or ions with the total composition C3H5NO2 in a non-equilibrium geometry from the OMol25 dataset. Energies are from ωB97M-V/def2-TZVPD.

Output
Highest occupied orbital energy, eV: -10.2
Spin multiplicity: 1
Relative energy (zero: lowest compared OMol25 entry of this formula, charge and spin), kcal per mole: 119.7
Kohn-Sham gap, eV: 10.643
SMILES: C#CC.O=NO
Lowest unoccupied orbital energy, eV: 0.49
M, Da: 87.08

```
11
C3H5NO2 ωB97M-V/def2-TZVPD
C -1.32 -0.75 1.18
C 0.10 -0.41 1.25
C 1.28 -0.16 1.38
H 0.75 1.14 -0.84
H -1.49 -1.47 0.37
H -1.64 -1.18 2.13
H -1.92 0.15 0.97
H 2.31 0.10 1.41
N 0.33 1.23 -2.62
O 1.10 0.62 -1.59
O 0.51 0.73 -3.65
```



Here is a molecular structure, C5H5Br15 in a non-equilibrium geometry from the OMol25 dataset. Energies are from ωB97M-V/def2-TZVPD.

Output
Highest occupied orbital energy, eV: -10.0
Spin multiplicity: 1
Relative energy (zero: lowest compared OMol25 entry of this formula, charge and spin), kcal per mole: 27.0
Kohn-Sham gap, eV: 9.219
Lowest unoccupied orbital energy, eV: -0.83
M, Da: 1263.65

```
25
C5H5Br15 ωB97M-V/def2-TZVPD
C -2.26 1.14 3.76
Br -1.86 2.99 4.34
Br -4.10 0.84 3.15
Br -1.60 -0.01 5.22
H -1.61 0.97 2.90
C 0.89 0.10 -0.55
Br 1.36 1.88 -1.39
Br -0.89 0.22 0.28
Br 2.27 -0.27 0.80
H 0.87 -0.77 -1.20
C -2.17 -3.92 -0.77
Br -0.33 -3.43 -1.40
Br -2.26 -5.29 0.61
Br -2.97 -4.51 -2.44
H -2.75 -3.10 -0.36
C -1.16 4.34 -0.89
Br 0.39 5.53 -0.77
Br -2.70 5.32 -1.73
Br -1.73 3.50 0.84
H -0.87 3.53 -1.56
C 4.80 -1.79 -1.90
Br 2.97 -2.53 -2.19
Br 5.68 -2.99 -0.59
Br 4.79 0.09 -1.29
H 5.27 -1.84 -2.89
```



Here is 2 unconnected molecules or ions with the total composition C25H31OSi in a non-equilibrium geometry from the OMol25 dataset. Energies are from ωB97M-V/def2-TZVPD.

Output
Highest occupied orbital energy, eV: -10.6
Spin multiplicity: 1
Relative energy (zero: lowest compared OMol25 entry of this formula, charge and spin), kcal per mole: 0.0
Kohn-Sham gap, eV: 5.395
Total charge: +1
Lowest unoccupied orbital energy, eV: -5.16
M, Da: 375.61

```
58
C25H31OSi ωB97M-V/def2-TZVPD
C -6.08 2.92 9.89
C -4.94 3.43 10.80
Si -3.75 4.72 10.14
C -4.16 5.64 8.54
C -2.04 4.91 10.89
C -1.33 3.75 11.62
H -2.38 2.04 8.26
H -6.85 2.41 10.49
H -6.57 3.74 9.35
H -5.70 2.20 9.16
H -5.35 3.98 11.68
H -4.40 2.57 11.21
H -4.62 6.58 8.86
H -3.24 5.88 7.95
H -4.86 5.10 7.86
H -1.34 5.32 10.14
H -2.25 5.74 11.59
H -0.52 4.15 12.25
H -2.01 3.19 12.27
H -0.88 3.05 10.92
C -5.84 -2.94 6.62
C -4.88 -1.83 6.92
C -5.20 -0.52 6.52
C -4.29 0.51 6.71
C -3.04 0.24 7.31
C -2.08 1.40 7.46
C -0.60 1.25 7.67
C 0.08 0.04 7.63
C 1.47 0.01 7.77
C 2.16 1.19 8.09
O 3.54 1.24 8.32
C 4.38 0.77 7.28
C 5.13 1.71 6.56
C 5.92 1.27 5.49
C 5.95 -0.10 5.17
C 5.27 -1.04 5.95
C 4.47 -0.61 7.02
C 1.50 2.42 8.15
C 0.12 2.45 7.95
C -2.76 -1.06 7.77
C -3.71 -2.07 7.63
H -5.33 -3.90 6.77
H -6.74 -2.90 7.25
H -6.15 -2.84 5.57
H -6.15 -0.33 6.04
H -4.52 1.53 6.42
H -2.22 1.99 6.54
H -0.46 -0.89 7.45
H 2.01 -0.93 7.75
H 5.06 2.75 6.87
H 6.48 2.02 4.92
H 6.58 -0.42 4.34
H 5.34 -2.11 5.72
H 3.95 -1.32 7.67
H 2.06 3.32 8.41
H -0.42 3.40 7.96
H -1.82 -1.29 8.25
H -3.55 -3.07 8.03
```



Here is a single C4H7N molecule from the OMol25 dataset. Energies are from ωB97M-V/def2-TZVPD.

Output
Highest occupied orbital energy, eV: -8.8
Spin multiplicity: 1
Relative energy (zero: lowest compared OMol25 entry of this formula, charge and spin), kcal per mole: 32.2
Kohn-Sham gap, eV: 9.827
SMILES: C=N/C=C/C
Lowest unoccupied orbital energy, eV: 1.02
M, Da: 69.11

```
12
C4H7N ωB97M-V/def2-TZVPD
C -1.31 0.41 -1.45
C -0.44 -0.04 -0.32
C 0.86 0.21 -0.16
N 1.66 -0.41 0.82
C 1.21 -0.55 1.99
H -1.23 1.48 -1.65
H -2.34 0.16 -1.22
H -1.00 -0.01 -2.42
H -0.92 -0.74 0.35
H 1.40 0.76 -0.91
H 0.31 -0.06 2.37
H 1.81 -1.21 2.60
```



Here is 2 unconnected molecules or ions with the total composition C3H10FN2 in a non-equilibrium geometry from the OMol25 dataset. Energies are from ωB97M-V/def2-TZVPD.

Output
Highest occupied orbital energy, eV: -14.2
Spin multiplicity: 1
Relative energy (zero: lowest compared OMol25 entry of this formula, charge and spin), kcal per mole: 58.7
Kohn-Sham gap, eV: 8.227
Total charge: +1
Lowest unoccupied orbital energy, eV: -6.00
M, Da: 93.12

```
16
C3H10FN2 ωB97M-V/def2-TZVPD
C 1.36 0.15 -0.87
C -0.16 0.66 1.19
C 0.95 -0.07 0.56
N -1.09 -1.56 -1.09
N -0.76 1.68 0.54
F 1.48 -1.03 1.29
H 0.86 1.05 -1.36
H 1.56 -0.83 -1.29
H 2.39 0.53 -0.75
H 0.54 1.07 2.08
H -0.71 -0.12 1.81
H -0.58 -2.11 -0.45
H -1.48 -2.08 -1.89
H -1.34 2.26 1.04
H -1.84 -1.12 -0.47
H -1.18 1.51 -0.35
```